{
  "formula": "C39H88N11O11",
  "method": "ωB97M-V/def2-TZVPD",
  "symbols": ["C", "C", "C", "C", "C", "C", "N", "O", "C", "C", "C", "H", "H", "H", "H", "H", "H", "H", "H", "H", "H", "H", "H", "H", "H", "H", "H", "H", "H", "C", "C", "O", "N", "C", "H", "H", "H", "H", "H", "H", "H", "C", "C", "O", "N", "C", "H", "H", "H", "H", "H", "H", "H", "C", "C", "O", "N", "C", "H", "H", "H", "H", "H", "H", "H", "C", "C", "O", "N", "C", "H", "H", "H", "H", "H", "H", "H", "C", "C", "O", "N", "C", "H", "H", "H", "H", "H", "H", "H", "C", "C", "O", "N", "C", "H", "H", "H", "H", "H", "H", "H", "C", "C", "O", "N", "C", "H", "H", "H", "H", "H", "H", "H", "C", "C", "O", "N", "C", "H", "H", "H", "H", "H", "H", "H", "C", "C", "O", "N", "C", "H", "H", "H", "H", "H", "H", "H", "C", "C", "O", "N", "C", "H", "H", "H", "H", "H", "H", "H"],
  "coordinates": [[-5.379, 3.652, -5.945], [-4.017, 4.045, -6.560], [-3.422, 5.023, -5.467], [-1.992, 5.374, -5.593], [-1.089, 4.135, -5.796], [-1.532, 3.100, -6.848], [-3.036, 2.933, -6.553], [-3.562, 1.804, -7.148], [-0.664, 1.841, -6.593], [-1.266, 3.584, -8.237], [-4.336, 4.871, -7.923], [-6.003, 4.530, -5.780], [-5.321, 2.937, -5.125], [-6.045, 3.085, -6.596], [-3.724, 4.522, -4.548], [-3.896, 5.993, -5.321], [-1.778, 5.943, -4.688], [-1.742, 6.075, -6.390], [-0.890, 3.747, -4.797], [-0.078, 4.455, -6.047], [-0.377, 1.283, -7.484], [-1.178, 1.247, -5.838], [0.240, 2.127, -6.055], [-1.215, 4.671, -8.304], [-2.064, 3.211, -8.879], [-0.342, 3.158, -8.628], [-4.940, 5.753, -7.713], [-4.907, 4.268, -8.629], [-3.390, 5.273, -8.286], [-2.601, 0.573, -3.162], [-3.985, 0.021, -3.201], [-4.431, -0.771, -2.369], [-4.634, 0.343, -4.268], [-5.993, 0.044, -4.641], [-2.022, 0.285, -2.284], [-2.641, 1.650, -2.995], [-1.952, 0.331, -4.003], [-4.097, 0.835, -4.967], [-6.350, -0.867, -4.163], [-6.071, -0.049, -5.724], [-6.718, 0.821, -4.397], [-9.958, -2.604, -6.739], [-9.524, -1.198, -6.502], [-9.794, -0.674, -5.387], [-8.847, -0.591, -7.481], [-8.011, 0.674, -7.330], [-9.909, -2.792, -7.811], [-10.938, -2.805, -6.305], [-9.264, -3.200, -6.146], [-8.431, -1.254, -8.119], [-7.046, 0.525, -7.814], [-7.920, 0.848, -6.258], [-8.477, 1.515, -7.843], [0.742, 3.675, -1.563], [-0.080, 4.850, -1.109], [0.012, 5.392, 0.006], [-1.022, 5.228, -1.959], [-2.114, 6.185, -1.646], [0.579, 3.447, -2.616], [0.498, 2.824, -0.927], [1.816, 3.742, -1.385], [-1.154, 4.892, -2.902], [-2.107, 6.685, -0.678], [-3.080, 5.690, -1.739], [-2.009, 6.934, -2.431], [1.938, 7.112, -4.456], [1.722, 8.503, -5.041], [0.853, 9.183, -4.626], [2.659, 8.950, -5.823], [2.599, 10.333, -6.286], [1.491, 6.932, -3.478], [2.987, 6.915, -4.234], [1.684, 6.253, -5.078], [3.573, 8.557, -5.651], [2.946, 10.515, -7.303], [3.075, 11.060, -5.628], [1.613, 10.768, -6.450], [-4.361, 2.433, -11.202], [-4.901, 1.038, -11.043], [-5.388, 0.441, -12.035], [-4.814, 0.358, -9.865], [-5.136, -1.011, -9.495], [-5.092, 3.218, -11.395], [-3.426, 2.561, -11.747], [-3.971, 2.576, -10.195], [-4.372, 0.862, -9.110], [-5.975, -1.282, -10.136], [-5.557, -1.152, -8.500], [-4.276, -1.680, -9.540], [5.632, 2.912, -5.328], [4.214, 3.481, -5.531], [3.368, 3.250, -4.643], [3.959, 4.112, -6.659], [2.736, 4.285, -7.417], [5.948, 2.378, -6.223], [5.691, 2.187, -4.516], [6.210, 3.783, -5.020], [4.692, 4.101, -7.353], [3.066, 4.849, -8.290], [2.033, 5.010, -7.007], [2.291, 3.290, -7.426], [-2.208, 9.066, -6.628], [-2.237, 10.620, -6.298], [-3.211, 11.187, -6.586], [-1.146, 11.085, -5.754], [-1.182, 12.369, -5.108], [-1.436, 8.984, -7.393], [-3.176, 8.670, -6.935], [-1.989, 8.542, -5.698], [-0.381, 10.468, -5.519], [-1.029, 13.108, -5.895], [-0.474, 12.423, -4.281], [-2.121, 12.630, -4.618], [-0.449, -1.243, -13.299], [-0.230, -0.793, -11.829], [0.932, -0.578, -11.515], [-1.352, -0.524, -11.051], [-1.374, -0.037, -9.678], [-0.540, -2.321, -13.435], [0.373, -0.823, -13.879], [-1.361, -0.798, -13.698], [-2.241, -0.557, -11.530], [-0.628, 0.757, -9.708], [-1.098, -0.707, -8.863], [-2.358, 0.242, -9.301], [-2.147, 5.459, -11.128], [-2.040, 5.478, -12.624], [-2.570, 4.540, -13.290], [-1.318, 6.444, -13.204], [-1.096, 6.500, -14.646], [-1.708, 4.536, -10.751], [-3.212, 5.395, -10.905], [-1.653, 6.276, -10.602], [-1.243, 7.348, -12.759], [-1.339, 7.543, -14.849], [-1.682, 5.835, -15.281], [-0.017, 6.407, -14.767], [-7.620, 4.212, -10.530], [-8.619, 4.924, -11.423], [-8.225, 5.455, -12.465], [-9.767, 5.266, -10.936], [-10.877, 6.037, -11.609], [-7.903, 3.898, -9.525], [-6.698, 4.792, -10.575], [-7.501, 3.267, -11.059], [-9.977, 4.871, -10.031], [-10.791, 6.180, -12.686], [-10.823, 7.070, -11.266], [-11.882, 5.670, -11.398]],
  "forces_ev_per_a": [[-0.4156, -1.1215, -1.1454], [0.6338, 1.9346, 0.2825], [-1.6149, -0.0924, -0.6032], [1.4367, -0.8677, -0.3703], [0.6392, 1.0748, 0.6917], [-1.4629, 0.9410, 1.6069], [0.2349, -0.7013, 0.5739], [-0.2984, -0.8709, -0.9754], [-1.0055, 0.1304, 0.9849], [0.0190, 0.1299, -0.9079], [0.6285, -0.6741, 1.4858], [0.4091, 0.2751, 0.7002], [0.3877, 0.6122, 0.5642], [0.3684, -0.2028, -0.8190], [0.8682, -0.2257, 0.3892], [-0.8850, 0.1373, -0.7098], [0.7040, -0.0715, 0.2169], [-0.6067, 0.1639, -0.3421], [-0.4758, -0.9712, 0.0507], [0.2533, 0.3202, -0.4042], [-0.3847, -0.0870, 0.1561], [-0.1891, -0.4595, -0.4211], [0.3342, 0.3293, -0.3170], [-0.0628, 0.0929, -0.0972], [-0.1134, 0.0093, -0.1088], [0.2446, 0.2011, -0.0993], [-0.2056, -0.0284, 0.3695], [0.4640, -0.1380, -0.2132], [-0.0834, -0.2899, -0.5205], [1.4334, 0.7455, 1.2235], [0.6528, -2.4363, 1.9445], [0.0754, 0.4086, 0.5443], [-1.2012, 1.6230, -3.0836], [-0.3872, -0.4842, 0.0441], [-0.4282, -0.6665, 0.1484], [-0.0981, 0.2800, -0.6728], [-0.4686, 0.1683, -0.3061], [-0.0587, 0.4248, -0.5280], [0.1864, -0.0329, -0.0048], [0.4023, -0.2155, 0.0915], [0.1826, 0.2967, 0.3891], [0.2428, -0.0633, -0.2082], [-1.2556, 1.4483, 3.9238], [0.6649, -0.5339, -2.3856], [1.7972, 0.9784, -1.0172], [-1.1282, -1.2119, 0.1317], [-0.1249, -0.6450, 0.1347], [-0.0071, 0.2905, -0.2855], [0.1440, -0.3315, -0.3617], [-0.2289, 0.1927, -0.2820], [0.0100, -0.1424, 0.2425], [0.0395, 0.2643, -0.2911], [-0.2441, -0.0796, 0.2106], [0.5643, -0.3601, 0.1189], [0.5456, 0.2813, 1.9166], [0.3134, -0.7762, -1.0054], [-2.2411, 1.1543, -0.5254], [0.5071, -0.0037, -0.6239], [-0.0062, -0.1718, 0.0945], [-0.5117, -0.1079, -0.1765], [-0.0124, 0.6780, -0.1127], [0.6130, -0.5332, 0.2392], [0.6933, -0.4175, -0.0542], [0.0326, -0.0901, -0.1331], [-0.4841, 0.3198, 0.1392], [0.7897, -0.9404, 0.2441], [0.6784, -3.4581, 2.6778], [-3.7565, 2.2492, 0.7209], [2.3529, 1.7405, -2.6607], [-0.1217, 1.0785, -0.6432], [-0.5850, 0.5500, -0.2373], [0.4016, 0.2810, -0.2493], [-0.3802, 0.2825, -0.3332], [-0.0934, -0.0251, -0.5290], [0.8887, -0.7057, 0.0549], [0.2894, -0.2501, 0.1894], [-0.5085, -0.8525, 0.7162], [0.9009, -0.1037, 2.6687], [-1.3990, -2.8943, -3.2482], [0.4445, 0.8324, 1.1938], [0.9229, 1.4315, 1.7227], [-1.0177, 0.2437, -1.1180], [0.0437, -0.4270, -0.3570], [-0.5341, -0.4460, -0.9016], [-0.0758, 0.9263, 0.4944], [0.1567, 0.5458, 0.4911], [0.4126, -0.6499, -0.4419], [0.3006, 0.8172, 0.3473], [-0.0528, -0.0940, -0.4471], [-0.6548, 0.5510, -0.1092], [-1.1728, -2.6458, 3.3998], [0.7219, 0.8137, -1.4785], [1.3384, 1.3057, -2.0976], [-0.4452, 0.6317, 1.2598], [0.4615, 0.5107, -0.1289], [-0.5571, 0.2488, 0.0398], [0.6875, -0.2165, -0.4449], [0.4882, -0.1119, 0.6486], [-0.3445, -1.0495, -0.6935], [-0.0902, -0.3121, 0.6822], [-0.5256, 0.3068, -1.0913], [0.4479, 1.2525, 0.8429], [0.9677, -6.1820, -0.9348], [-4.1211, 3.7964, -0.7471], [1.6725, 0.8600, 1.6456], [0.1129, 0.8184, -0.0746], [0.0079, -0.7317, 0.0638], [0.0946, 0.5440, -0.3846], [0.6294, -0.1979, -0.1740], [-0.2067, -0.2757, 0.2220], [0.2949, 0.5370, 0.4607], [0.4759, 0.0003, -0.4669], [-0.3961, -0.4890, -0.3571], [-0.8329, 0.6705, 0.5606], [-0.0958, 0.6743, -0.5469], [-0.6145, -0.1916, 0.9788], [0.1130, -1.2234, -0.7771], [0.9399, 0.3293, 0.0215], [0.2319, 0.0235, 0.2184], [0.0620, -0.3248, 0.1641], [-0.1932, -0.0453, -0.0051], [0.1333, -0.1938, 0.0268], [-0.3701, 0.4276, 0.7389], [0.6131, -0.7462, -0.5251], [0.0383, 0.6923, -0.8133], [-0.2224, -0.0570, 0.0625], [-1.3739, -3.0052, -1.0524], [1.4210, 2.1871, 1.3512], [-0.1915, 0.1613, -0.4570], [0.4143, 1.2960, 0.6231], [0.0227, -0.0399, -0.1913], [0.0529, 0.1882, 0.2907], [-0.1932, 0.1829, -0.1244], [0.0916, -0.4206, 0.3387], [-0.0189, -0.0458, -0.8368], [0.0739, -0.1031, 0.5799], [-0.0688, -0.3439, -0.5980], [-0.4567, -1.0579, -0.8488], [3.2420, 2.4319, -1.3076], [0.0258, -1.0992, -0.2369], [-4.7301, 0.0349, 1.3037], [1.1047, 0.5358, 0.3436], [-0.1996, 0.5783, 0.1064], [-0.1144, -0.2107, 0.1930], [0.6412, -0.1574, -0.0448], [-0.3275, 0.1695, -0.1441], [0.5453, -0.8324, 0.0460], [-0.0774, 0.0287, 0.3731], [0.3327, -0.4112, 0.2537]],
  "mulliken_charge": [-1.8377, 1.4633, -1.9622, 0.7750, -0.7791, 2.9966, 0.8872, -0.5355, -1.6042, -0.9016, -1.0542, 0.3637, 0.3796, 0.0747, 0.4265, 0.2366, 0.4241, -0.0752, -0.2295, -0.4897, 0.2265, -0.2863, 0.4604, 0.1051, -1.0378, 0.6367, 0.5156, -0.0883, 0.0963, -0.8171, 0.8029, -0.7582, 0.0801, -0.8149, 0.4031, 0.1526, 0.1866, -0.0247, 0.4013, 0.0048, 0.3338, -1.0347, 0.7856, -0.6666, -0.2185, -0.7397, 0.3339, 0.3091, 0.2337, 0.2399, 0.1120, 0.2264, 0.3883, -0.8333, 0.8808, -0.7494, 0.0559, -0.8875, 0.0678, 0.3004, 0.3038, 0.0670, 0.3272, 0.3055, 0.2416, -0.9799, 0.8743, -0.7259, -0.2270, -0.8317, 0.2386, 0.4574, -0.0358, 0.2631, 0.3651, 0.3092, 0.1909, 0.1915, 0.4825, -0.7833, 0.4789, -1.1114, 0.1192, 0.2964, -0.5346, -0.3343, 0.4819, 0.1946, 0.2754, -1.1938, 0.7061, -0.6011, -0.1558, -0.6867, 0.3732, 0.3003, 0.2987, 0.2495, 0.3939, -0.0771, 0.3598, -0.7165, 0.4568, -0.6223, -0.0390, -1.1682, 0.3245, 0.3828, 0.0837, 0.3508, 0.3262, 0.3508, 0.3523, -1.0248, 0.6166, -0.6360, -0.0427, -0.7423, 0.2507, 0.3064, 0.3228, 0.2565, 0.2613, 0.2782, 0.2461, 0.0309, 0.3047, -0.6869, -0.1928, -0.8779, -0.1491, 0.0112, 0.3634, 0.3003, 0.3176, 0.2993, 0.2731, -0.3063, 0.4237, -0.7073, -0.1996, -0.8893, 0.1982, 0.1178, 0.2145, 0.2352, 0.3157, 0.3066, 0.3142],
  "charge": -1,
  "lumo_energy_ev": 1.55,
  "total_energy_ev": -80783.3937,
  "orbital_gap_ev": 4.7,
  "de_lowest_kcal_mol": 0.98,
  "homo_energy_ev": -3.14
}